DFT (wB97M-V/def2-TZVPD) results for 2 unconnected molecules or ions with the total composition C3H11N3S.

Last column: Mulliken charge in e.
Element x y z (Å)
C: 1.82912 -0.68836 1.48826  -0.635
C: 1.31574 -0.44362 0.07352  -0.407
S: 2.53801 -1.11421 -1.12348  -0.263
N: 0.85822 -0.12674 2.45991  -0.589
H: 1.95693 -1.76182 1.63648  0.362
H: 2.81172 -0.23186 1.62741  0.375
H: 0.39409 -1.00095 -0.06962  0.237
H: 1.11506 0.61460 -0.07216  0.338
H: 1.71929 -0.96457 -2.16436  0.125
H: 0.54419 -0.85884 3.06975  0.231
H: 1.33630 0.50921 3.09212  0.227
N: -2.19592 1.33722 -2.44033  -0.628
C: -2.41307 0.68951 -1.19490  0.070
N: -2.01768 -0.48207 -0.95488  -0.542
H: -1.50340 2.07163 -2.30712  0.255
H: -3.04187 1.85576 -2.66709  0.277
H: -2.98966 1.28134 -0.46733  0.298
H: -2.25707 -0.68625 0.01381  0.269

* LUMO energy: 0.840 eV
* ΔE to the lowest compared entry with this formula, charge and spin: 1.3019 eV
* highest occupied orbital energy: -8.79 eV
* SMILES string: [H]/N=C/N.NCCS